The following is a DFT calculation (ωB97M-V with the def2-TZVPD basis set) of a 3-piece molecular cluster, C17H25F3NO6S overall in a non-equilibrium geometry.

LUMO energy = -4.9 eV
Highest occupied orbital energy = -11.69 eV
Spin multiplicity = 1
Frontier orbital gap = 6.84 eV
Charge = +1

```
53
Properties=species:S:1:pos:R:3:forces:R:3
C 0.2890 4.8226 2.5255 -0.9 -9.8 1.7
C 0.1788 3.4341 2.8396 0.6 8.8 -2.7
S -0.0615 1.5721 2.4835 -0.1 2.4 0.0
C 1.3465 0.6117 3.2683 1.2 -0.9 1.3
C 2.7284 0.7590 2.3917 6.9 2.0 1.7
O 3.8712 1.0348 3.0790 -8.0 -1.7 -4.0
N 2.8525 0.6656 0.8863 -1.7 -0.2 2.0
C 1.8887 -0.3277 0.2756 -2.3 0.1 -0.2
C 2.7529 2.0427 0.2614 0.7 2.2 0.1
C -1.7421 1.0621 3.2357 -1.8 0.0 0.5
C -2.6759 0.6128 1.9257 1.1 -1.1 0.2
O -1.8190 -0.3629 1.1738 -1.0 0.2 2.2
C -3.0123 1.8549 0.9088 -0.1 1.5 -1.7
F -2.7135 3.2092 1.4876 -0.9 -4.6 -1.9
F -2.1156 1.6684 -0.2898 -3.5 1.2 3.9
F -4.4690 1.9074 0.5192 5.4 -0.3 1.4
H 0.3599 5.9919 2.2963 -0.1 -3.2 0.9
H 1.4839 0.9992 4.3690 0.1 -0.7 -2.3
H 1.1140 -0.5570 3.3222 -0.1 2.6 -0.4
H 1.6191 -1.2164 1.0233 1.1 1.9 -1.9
H 0.8725 0.2496 0.0869 1.7 -1.2 0.1
H 2.2232 -0.7322 -0.7913 -0.4 0.8 2.6
H 2.2606 2.8022 1.0396 0.9 -1.5 -1.8
H 3.8201 2.5197 0.0194 -2.2 -1.3 0.6
H 2.1551 2.0761 -0.7455 1.0 -0.5 2.1
H -2.2451 1.9486 3.8199 1.3 -1.6 -1.1
H -1.6176 0.1277 3.9594 0.0 2.0 -1.7
H -3.6660 0.0589 2.2439 1.9 1.6 -0.4
H -1.6230 -1.1484 1.7944 -0.8 1.7 -1.4
O 3.1865 -2.7528 1.0562 0.3 -0.7 -1.5
C 3.7480 -3.1371 0.0437 -0.7 0.1 1.5
O 3.1045 -3.4781 -1.1112 -0.1 0.6 1.1
C 4.0566 -3.9834 -2.0461 0.1 -0.4 -0.9
C 5.3842 -3.4277 -1.6016 0.8 0.1 -0.5
C 5.2244 -3.3483 -0.1044 0.4 0.3 -0.2
H 4.0319 -5.0777 -2.0128 0.0 0.1 0.0
H 3.7934 -3.6534 -3.0552 -0.2 -0.1 0.3
H 6.2342 -4.0373 -1.9192 -0.2 0.1 0.0
H 5.5197 -2.4189 -2.0103 0.0 -0.2 0.0
H 5.5021 -4.2861 0.3848 0.0 0.1 0.1
H 5.7866 -2.5109 0.3153 -0.2 -0.3 0.3
O -5.6407 -0.4564 -5.5157 1.1 0.1 2.0
C -5.2664 -0.1830 -4.3873 -1.0 -0.7 -2.3
O -4.3427 -0.9042 -3.6867 -0.2 0.1 -0.5
C -4.2285 -0.3657 -2.3703 0.3 -0.2 0.5
C -4.7280 1.0514 -2.4755 0.0 0.8 0.6
C -5.7778 0.9524 -3.5533 0.2 0.5 0.2
H -4.8372 -0.9717 -1.6910 0.0 0.0 0.0
H -3.1852 -0.4074 -2.0441 -0.1 -0.2 -0.2
H -5.1082 1.4453 -1.5292 0.1 -0.1 -0.3
H -3.9160 1.7069 -2.8131 -0.1 -0.1 0.1
H -6.7560 0.6838 -3.1450 0.0 0.1 -0.2
H -5.8412 1.8734 -4.1374 -0.3 -0.3 -0.1
```
Positions in Å, forces in eV/Å.

---

The following is a DFT calculation (ωB97M-V with the def2-TZVPD basis set) of one molecule with the formula C5H6O in a non-equilibrium geometry.

LUMO energy (alpha / beta) = -2.0 / -0.3 eV
Highest occupied orbital energy (alpha / beta) = -7.66 / -9.53 eV
Spin multiplicity = 1
Frontier orbital gap (alpha / beta) = 5.67 / 9.22 eV
Relative energy (zero: lowest compared OMol25 entry of this formula, charge and spin) = 137.28 kcal/mol
Charge = 0

```
12
Properties=species:S:1:pos:R:3:forces:R:3
C -1.8645 -0.0191 -0.4149 0.1 0.0 -0.4
C -0.4780 0.3608 -0.0435 1.1 0.3 1.9
C 0.8272 -0.1558 -0.7284 -4.1 1.4 -2.3
O 0.3206 -0.2492 -1.8394 1.9 -1.0 -1.0
C 2.1466 -0.0944 -0.2002 -0.7 -0.6 2.2
C 2.0791 -0.2807 1.1210 1.0 0.1 0.1
H -2.5448 0.3065 0.3818 0.2 -0.2 0.0
H -1.9820 -1.0845 -0.6154 0.0 0.1 0.1
H -2.1743 0.5395 -1.3102 0.0 -0.2 0.0
H 1.0881 -0.3978 1.6424 0.6 0.3 -0.6
H -0.3790 1.4154 0.2431 0.2 -0.3 0.0
H 2.9609 -0.3407 1.7638 -0.2 0.0 -0.1
```
Positions in Å, forces in eV/Å.